(1)
Formula: C24H70N4O11
Source: OMol25
Level of theory: ωB97M-V/def2-TZVPD

**SMILES string**: NC(N)=O.NC(N)=O.CC(C)O.CC(C)O.CC(C)O.CC(C)O.CCO.CCO.CCO.CCO.CCO
**DFT total energy**: -2003.10102 hartree
**Energy relative to the best compared isomer or geometry (same formula, charge and spin)**: 0.00 kJ/mol
**LUMO level**: 0.00645 Ha
**HOMO**: -0.3398 Ha
**Kohn-Sham gap**: 0.3462 Eh

Bonds (Å) are listed after each position.
Geometry (Å):
1 C -5.017 0.578 -2.078  C2 1.542, H4 1.090, H5 1.098, H6 1.088
2 C -6.332 -0.228 -2.075  C1 1.542, O3 1.430, H7 1.094, H8 1.092
3 O -6.079 -1.488 -1.446  C2 1.430, H9 0.977
4 H -4.851 0.866 -1.041  C1 1.090
5 H -5.142 1.510 -2.646  C1 1.098
6 H -4.166 0.072 -2.528  C1 1.088
7 H -6.767 -0.365 -3.069  C2 1.094
8 H -7.027 0.322 -1.439  C2 1.092
9 H -5.169 -1.733 -1.701  O3 0.977
10 C -2.459 3.511 0.751  C11 1.490, H13 1.089, H14 1.091, H15 1.098
11 C -2.863 3.452 -0.682  C10 1.490, O12 1.443, H16 1.094, H17 1.095
12 O -1.843 2.749 -1.423  C11 1.443, H18 0.978
13 H -1.559 4.090 0.946  C10 1.089
14 H -2.412 2.537 1.242  C10 1.091
15 H -3.274 4.000 1.301  C10 1.098
16 H -3.001 4.406 -1.200  C11 1.094
17 H -3.797 2.896 -0.815  C11 1.095
18 H -1.952 2.926 -2.379  O12 0.978
19 C 0.005 1.435 4.037  C20 1.532, H22 1.089, H23 1.094, H24 1.094
20 C 0.083 2.504 5.131  C19 1.532, O21 1.428, H25 1.091, H26 1.094
21 O -0.898 2.196 6.122  C20 1.428, H27 0.960
22 H -0.998 1.299 3.634  C19 1.089
23 H 0.314 0.500 4.512  C19 1.094
24 H 0.685 1.544 3.186  C19 1.094
25 H -0.135 3.515 4.782  C20 1.091
26 H 1.075 2.530 5.592  C20 1.094
27 H -0.482 1.655 6.797  O21 0.960
28 C 2.114 -4.425 -2.261  C29 1.536, H31 1.088, H32 1.091, H33 1.091
29 C 1.345 -4.129 -3.557  C28 1.536, O30 1.428, H34 1.093, H35 1.093
30 O 0.882 -2.779 -3.576  C29 1.428, H36 0.963
31 H 2.598 -5.394 -2.356  C28 1.088
32 H 1.409 -4.376 -1.430  C28 1.091
33 H 2.838 -3.626 -2.095  C28 1.091
34 H 0.494 -4.812 -3.621  C29 1.093
35 H 1.964 -4.414 -4.412  C29 1.093
36 H 1.553 -2.265 -4.037  O30 0.963
37 C -2.564 -0.985 2.141  C38 1.513, H40 1.093, H41 1.095, H42 1.092
38 C -3.318 -1.806 1.118  C37 1.513, O39 1.428, H43 1.092, H44 1.094
39 O -2.856 -3.157 1.111  C38 1.428, H45 0.963
40 H -2.680 -1.385 3.152  C37 1.093
41 H -2.940 0.043 2.156  C37 1.095
42 H -1.489 -0.908 1.967  C37 1.092
43 H -3.230 -1.340 0.135  C38 1.092
44 H -4.387 -1.748 1.349  C38 1.094
45 H -3.355 -3.548 1.836  O39 0.963
46 C 3.856 3.123 -2.010  O47 1.231, N48 1.354, N49 1.367
47 O 4.490 3.799 -2.820  C46 1.231
48 N 2.841 3.609 -1.257  C46 1.354, H50 1.006, H51 1.016
49 N 4.143 1.805 -1.789  C46 1.367, H52 0.999, H53 1.005
50 H 2.583 4.559 -1.462  N48 1.006
51 H 2.161 3.048 -0.752  N48 1.016
52 H 3.455 1.169 -1.440  N49 0.999
53 H 4.958 1.490 -2.285  N49 1.005
54 C -2.603 -2.938 -2.465  O55 1.238, N56 1.373, N57 1.354
55 O -3.820 -2.812 -2.282  C54 1.238
56 N -2.000 -2.611 -3.654  C54 1.373, H58 1.001, H59 1.015
57 N -1.757 -3.378 -1.503  C54 1.354, H60 1.000, H61 1.013
58 H -2.573 -2.401 -4.448  N56 1.001
59 H -0.989 -2.597 -3.730  N56 1.015
60 H -0.790 -3.377 -1.754  N57 1.000
61 H -2.111 -3.532 -0.567  N57 1.013
62 C -0.377 3.613 -5.130  C63 1.539, H66 1.093, H67 1.088, H68 1.091
63 C -1.656 2.756 -5.124  C62 1.539, C64 1.518, O65 1.441, H69 1.094
64 C -1.399 1.305 -4.763  C63 1.518, H70 1.088, H71 1.092, H72 1.093
65 O -2.511 3.259 -4.079  C63 1.441, H73 0.965
66 H 0.260 3.333 -5.973  C62 1.093
67 H 0.159 3.450 -4.197  C62 1.088
68 H -0.625 4.659 -5.316  C62 1.091
69 H -2.150 2.782 -6.100  C63 1.094
70 H -2.346 0.828 -4.523  C64 1.088
71 H -0.669 1.234 -3.953  C64 1.092
72 H -0.944 0.749 -5.586  C64 1.093
73 H -2.735 4.166 -4.322  O65 0.965
74 C 0.657 -3.397 2.568  C75 1.516, H78 1.090, H79 1.091, H80 1.092
75 C 1.116 -3.778 3.961  C74 1.516, C76 1.545, O77 1.421, H81 1.097
76 C 2.059 -2.700 4.543  C75 1.545, H82 1.092, H83 1.093, H84 1.092
77 O -0.046 -3.839 4.778  C75 1.421, H85 0.963
78 H 0.266 -2.380 2.534  C74 1.090
79 H -0.147 -4.073 2.272  C74 1.091
80 H 1.460 -3.502 1.835  C74 1.092
81 H 1.731 -4.686 3.946  C75 1.097
82 H 1.482 -1.836 4.878  C76 1.092
83 H 2.760 -2.374 3.771  C76 1.093
84 H 2.603 -3.051 5.422  C76 1.092
85 H 0.095 -4.492 5.471  O77 0.963
86 C 4.773 0.847 2.295  C87 1.525, H90 1.092, H91 1.089, H92 1.091
87 C 5.721 1.297 3.402  C86 1.525, C88 1.525, O89 1.419, H93 1.097
88 C 6.016 0.141 4.353  C87 1.525, H94 1.098, H95 1.091, H96 1.092
89 O 6.907 1.752 2.769  C87 1.419, H97 0.965
90 H 4.917 1.511 1.440  C86 1.092
91 H 3.740 0.923 2.633  C86 1.089
92 H 5.012 -0.154 1.932  C86 1.091
93 H 5.240 2.111 3.958  C87 1.097
94 H 6.691 0.453 5.161  C88 1.098
95 H 6.487 -0.675 3.803  C88 1.091
96 H 5.170 -0.247 4.925  C88 1.092
97 H 7.608 1.761 3.431  O89 0.965
98 C -0.306 -0.327 -1.095  C99 1.513, H102 1.089, H103 1.098, H104 1.091
99 C 0.323 0.555 -0.040  C98 1.513, C100 1.521, O101 1.450, H105 1.095
100 C 1.647 0.013 0.478  C99 1.521, H106 1.092, H107 1.090, H108 1.090
101 O 0.641 1.825 -0.664  C99 1.450, H109 0.982
102 H -0.228 -1.373 -0.805  C98 1.089
103 H 0.292 -0.259 -2.013  C98 1.098
104 H -1.274 0.037 -1.445  C98 1.091
105 H -0.341 0.742 0.810  C99 1.095
106 H 2.038 0.789 1.140  C100 1.092
107 H 2.385 -0.158 -0.304  C100 1.090
108 H 1.548 -0.902 1.062  C100 1.090
109 H -0.208 2.131 -1.050  O101 0.982


(2)
Formula: C24H58N5O6
Source: OMol25
Level of theory: ωB97M-V/def2-TZVPD

**DFT total energy**: -1674.11523 hartree
**Energy relative to the best compared isomer or geometry (same formula, charge and spin)**: 0.00 kJ/mol
**LUMO level**: -0.15890 Ha
**HOMO**: -0.3753 Ha
**Total charge**: +1
**Kohn-Sham gap**: 0.2164 Eh

Bonds (Å) are listed after each position.
Geometry (Å):
1 C 1.404 0.055 2.578  C2 1.519, H18 1.090, H19 1.092, H20 1.095
2 C 2.836 -0.333 2.253  C1 1.519, O3 1.436, H21 1.091, H22 1.094
3 O 3.452 0.548 1.299  C2 1.436, C4 1.396
4 C 2.838 0.488 0.047  O3 1.396, C5 1.545, H23 1.102, H24 1.099
5 C 3.847 1.004 -1.002  C4 1.545, C6 1.484, C9 1.558, H25 1.095
6 C 3.402 0.558 -2.346  C5 1.484, N7 1.276, H26 1.087
7 N 4.308 -0.070 -2.990  C6 1.276, C8 1.476, H27 1.014
8 C 5.621 -0.091 -2.315  N7 1.476, C9 1.542, H28 1.088, H29 1.091
9 C 5.290 0.422 -0.899  C5 1.558, C8 1.542, O10 1.403, H30 1.097
10 O 6.278 1.371 -0.600  C9 1.403, C11 1.439
11 C 6.469 1.640 0.800  O10 1.439, C12 1.527, H31 1.093, H32 1.098
12 C 7.468 2.788 0.929  C11 1.527, N13 1.451, H33 1.094, H34 1.094
13 N 6.920 4.131 0.903  C12 1.451, C14 1.456, H35 1.009
14 C 6.123 4.534 2.053  N13 1.456, C15 1.531, H36 1.104, H37 1.095
15 C 4.893 5.384 1.722  C14 1.531, C16 1.521, O17 1.421, H38 1.095
16 C 3.928 4.728 0.746  C15 1.521, H39 1.094, H40 1.092, H41 1.098
17 O 4.230 5.717 2.934  C15 1.421, H42 0.965
18 H 1.114 -0.346 3.549  C1 1.090
19 H 0.700 -0.319 1.831  C1 1.092
20 H 1.323 1.146 2.616  C1 1.095
21 H 3.464 -0.267 3.142  C2 1.091
22 H 2.884 -1.346 1.844  C2 1.094
23 H 2.542 -0.547 -0.190  C4 1.102
24 H 1.935 1.113 0.007  C4 1.099
25 H 3.893 2.097 -0.976  C5 1.095
26 H 2.404 0.703 -2.751  C6 1.087
27 H 4.151 -0.489 -3.900  N7 1.014
28 H 6.074 -1.078 -2.380  C8 1.088
29 H 6.278 0.621 -2.816  C8 1.091
30 H 5.284 -0.398 -0.171  C9 1.097
31 H 5.512 1.895 1.262  C11 1.093
32 H 6.842 0.727 1.282  C11 1.098
33 H 8.022 2.661 1.865  C12 1.094
34 H 8.201 2.695 0.123  C12 1.094
35 H 6.477 4.342 0.021  N13 1.009
36 H 5.767 3.662 2.628  C14 1.104
37 H 6.738 5.121 2.743  C14 1.095
38 H 5.213 6.351 1.320  C15 1.095
39 H 4.406 4.478 -0.205  C16 1.094
40 H 3.096 5.404 0.533  C16 1.092
41 H 3.528 3.804 1.185  C16 1.098
42 H 3.815 4.921 3.289  O17 0.965
43 C 0.095 -5.371 -0.956  C44 1.524, H49 1.090, H50 1.088, H51 1.092
44 C -0.251 -3.887 -0.925  C43 1.524, C45 1.534, N48 1.459, H52 1.095
45 C 0.952 -2.976 -0.647  C44 1.534, O46 1.415, H53 1.096, H54 1.101
46 O 1.389 -2.950 0.700  C45 1.415, C47 1.419
47 C 2.252 -4.009 1.081  O46 1.419, H55 1.095, H56 1.090, H57 1.090
48 N -1.356 -3.672 0.004  C44 1.459, H58 1.015, H59 1.016
49 H 0.259 -5.763 0.048  C43 1.090
50 H -0.732 -5.932 -1.387  C43 1.088
51 H 0.990 -5.564 -1.551  C43 1.092
52 H -0.610 -3.609 -1.921  C44 1.095
53 H 0.653 -1.946 -0.874  C45 1.096
54 H 1.794 -3.241 -1.306  C45 1.101
55 H 2.926 -4.282 0.263  C47 1.095
56 H 1.700 -4.896 1.394  C47 1.090
57 H 2.844 -3.660 1.928  C47 1.090
58 H -1.703 -2.720 -0.058  N48 1.015
59 H -1.013 -3.780 0.954  N48 1.016
60 C -6.947 -4.783 1.365  C61 1.524, H66 1.090, H67 1.089, H68 1.091
61 C -5.514 -4.333 1.622  C60 1.524, C62 1.535, N65 1.463, H69 1.096
62 C -5.343 -2.810 1.712  C61 1.535, O63 1.414, H70 1.094, H71 1.099
63 O -5.374 -2.130 0.473  C62 1.414, C64 1.420
64 C -6.670 -1.810 -0.012  O63 1.420, H72 1.095, H73 1.093, H74 1.089
65 N -4.630 -4.944 0.628  C61 1.463, H75 1.016, H76 1.016
66 H -7.238 -4.606 0.329  C60 1.090
67 H -7.038 -5.852 1.550  C60 1.089
68 H -7.652 -4.259 2.012  C60 1.091
69 H -5.215 -4.723 2.601  C61 1.096
70 H -4.355 -2.603 2.134  C62 1.094
71 H -6.091 -2.382 2.393  C62 1.099
72 H -7.343 -1.557 0.814  C64 1.095
73 H -7.103 -2.639 -0.577  C64 1.093
74 H -6.578 -0.950 -0.673  C64 1.089
75 H -3.663 -4.727 0.851  N65 1.016
76 H -4.792 -4.483 -0.263  N65 1.016
77 C -4.622 1.894 -1.324  C78 1.525, H83 1.090, H84 1.090, H85 1.092
78 C -5.544 1.792 -2.534  C77 1.525, C79 1.533, N82 1.464, H86 1.096
79 C -5.811 3.131 -3.231  C78 1.533, O80 1.412, H87 1.093, H88 1.099
80 O -6.707 3.978 -2.544  C79 1.412, C81 1.413
81 C -6.135 4.812 -1.557  O80 1.413, H89 1.095, H90 1.093, H91 1.089
82 N -6.773 1.106 -2.132  C78 1.464, H92 1.016, H93 1.017
83 H -5.135 2.339 -0.471  C77 1.090
84 H -4.295 0.899 -1.020  C77 1.090
85 H -3.741 2.501 -1.546  C77 1.092
86 H -5.049 1.157 -3.277  C78 1.096
87 H -6.282 2.928 -4.196  C79 1.093
88 H -4.867 3.660 -3.425  C79 1.099
89 H -5.144 5.163 -1.864  C81 1.095
90 H -6.048 4.311 -0.589  C81 1.093
91 H -6.791 5.673 -1.441  C81 1.089
92 H -7.345 0.922 -2.951  N82 1.016
93 H -7.323 1.751 -1.571  N82 1.017


(3)
Formula: C5H16N2O
Source: OMol25
Level of theory: ωB97M-V/def2-TZVPD

**SMILES string**: CCN(C)CCN.O
**DFT total energy**: -384.75482 hartree
**Energy relative to the best compared isomer or geometry (same formula, charge and spin)**: 271.12 kJ/mol
**LUMO level**: 0.02710 Ha
**HOMO**: -0.3000 Ha
**Kohn-Sham gap**: 0.3271 Eh

Bonds (Å) are listed after each position.
Geometry (Å):
1 N -0.310 -2.465 -1.129  C2 1.463, H8 1.095, H9 1.040
2 C -0.209 -1.384 -0.148  N1 1.463, C3 1.506, H10 1.242, H11 1.162
3 C 0.833 -0.305 -0.277  C2 1.506, N4 1.468, H12 1.107, H13 1.089
4 N 1.267 0.324 0.977  C3 1.468, C5 1.464, C7 1.499
5 C 0.729 1.685 1.031  N4 1.464, C6 1.605, H14 1.133, H15 1.103
6 C -0.817 1.886 0.652  C5 1.605, H16 1.077, H17 1.077, H18 1.099
7 C 1.222 -0.383 2.298  N4 1.499, H19 1.089, H20 1.092, H21 1.135
8 H 0.381 -3.296 -0.955  N1 1.095
9 H -0.065 -2.057 -2.053  N1 1.040
10 H -1.274 -0.750 -0.063  C2 1.242
11 H -0.494 -1.893 0.857  C2 1.162
12 H 1.752 -0.628 -0.803  C3 1.107
13 H 0.603 0.492 -0.982  C3 1.089
14 H 1.277 2.360 0.306  C5 1.133
15 H 0.909 2.071 2.049  C5 1.103
16 H -0.920 1.818 -0.418  C6 1.077
17 H -1.073 2.914 0.844  C6 1.077
18 H -1.287 1.069 1.217  C6 1.099
19 H 1.950 0.004 3.010  C7 1.089
20 H 0.202 -0.341 2.686  C7 1.092
21 H 1.552 -1.448 2.085  C7 1.135
22 H -1.702 1.313 -3.106  O24 0.962
23 H -1.748 0.315 -2.096  O24 0.889
24 O -2.164 0.507 -2.857  H22 0.962, H23 0.889


(4)
Formula: C19H29Br2I4N5O4P
Source: OMol25
Level of theory: ωB97M-V/def2-TZVPD

**DFT total energy**: -7996.07214 hartree
**LUMO level**: 0.02037 Ha
**HOMO**: -0.0414 Ha
**Total charge**: -1
**Kohn-Sham gap**: 0.0618 Eh

Bonds (Å) are listed after each position.
Geometry (Å):
1 C 0.977 -2.986 3.674  C2 1.580, H32 1.113, H33 1.106, H34 1.104
2 C 0.086 -2.461 2.479  C1 1.580, P3 1.848, H35 1.104, H36 1.103
3 P 1.006 -1.029 1.758  C2 1.848, C4 1.868, N6 1.727
4 C 1.340 0.354 2.969  P3 1.868, C5 1.571, H37 1.104, H38 1.105
5 C 2.703 0.049 3.687  C4 1.571, H39 1.102, H40 1.105, H41 1.104
6 N 0.416 -0.504 0.223  P3 1.727, C7 1.389, N26 1.386
7 C 0.979 -0.413 -1.043  N6 1.389, N8 1.347, N19 1.332
8 N 2.228 -0.789 -1.381  C7 1.347, C9 1.412, C14 1.502
9 C 3.184 -1.390 -0.533  N8 1.412, I10 2.190, C11 1.326
10 I 3.028 -3.564 -0.324  C9 2.190
11 C 4.133 -0.796 0.176  C9 1.326, C12 1.540, I13 2.133
12 C 5.112 -1.577 1.071  C11 1.540, H42 1.106, H43 1.106, H44 1.104
13 I 4.353 1.326 0.158  C11 2.133
14 C 2.586 -0.531 -2.817  N8 1.502, I15 2.192, C16 1.615, H45 1.099
15 I 4.430 -1.582 -3.370  C14 2.192, I18 3.151
16 C 2.858 1.039 -3.079  C14 1.615, C17 1.575, I18 2.166, H46 1.103
17 C 1.896 1.506 -4.236  C16 1.575, H47 1.106, H48 1.104, H49 1.108
18 I 4.859 1.515 -3.758  I15 3.151, C16 2.166
19 N 0.162 0.100 -1.962  C7 1.332, C20 1.367
20 C -1.026 0.351 -1.335  N19 1.367, C21 1.489, N26 1.353
21 C -2.280 0.897 -1.923  C20 1.489, Br22 1.971, C23 1.570, H50 1.108
22 Br -2.832 -0.221 -3.450  C21 1.971
23 C -2.184 2.406 -2.345  C21 1.570, C24 1.563, Br25 2.005, H51 1.102
24 C -3.613 3.039 -2.344  C23 1.563, H52 1.119, H53 1.105, H54 1.113
25 Br -1.010 3.290 -0.981  C23 2.005
26 N -0.853 -0.015 -0.044  N6 1.386, C20 1.353, N27 1.370
27 N -1.952 0.145 0.757  N26 1.370, C28 1.477, C29 1.429
28 C -1.787 1.078 1.891  N27 1.477, H55 1.107, H56 1.109, H57 1.106
29 C -2.614 -1.082 1.075  N27 1.429, C30 1.531, O31 1.199
30 C -3.719 -1.173 2.131  C29 1.531, H58 1.104, H59 1.103, H60 1.108
31 O -2.316 -2.073 0.471  C29 1.199
32 H 0.911 -2.200 4.460  C1 1.113
33 H 0.525 -3.883 4.138  C1 1.106
34 H 2.025 -3.147 3.367  C1 1.104
35 H -0.903 -2.243 2.917  C2 1.104
36 H 0.077 -3.267 1.726  C2 1.103
37 H 1.433 1.289 2.389  C4 1.104
38 H 0.492 0.416 3.675  C4 1.105
39 H 3.168 -0.898 3.367  C5 1.102
40 H 3.392 0.888 3.479  C5 1.105
41 H 2.507 -0.002 4.772  C5 1.104
42 H 5.836 -0.887 1.544  C12 1.106
43 H 5.709 -2.286 0.467  C12 1.106
44 H 4.524 -2.097 1.848  C12 1.104
45 H 1.838 -0.937 -3.512  C14 1.099
46 H 2.558 1.632 -2.198  C16 1.103
47 H 1.820 0.727 -5.018  C17 1.106
48 H 2.248 2.472 -4.636  C17 1.104
49 H 0.883 1.699 -3.830  C17 1.108
50 H -3.120 0.830 -1.203  C21 1.108
51 H -1.688 2.543 -3.320  C23 1.102
52 H -4.309 2.504 -1.649  C24 1.119
53 H -4.044 3.049 -3.362  C24 1.105
54 H -3.516 4.075 -1.952  C24 1.113
55 H -0.916 1.735 1.702  C28 1.107
56 H -2.657 1.765 1.934  C28 1.109
57 H -1.634 0.573 2.863  C28 1.106
58 H -3.917 -0.232 2.674  C30 1.104
59 H -3.518 -1.974 2.863  C30 1.103
60 H -4.659 -1.446 1.612  C30 1.108
61 C -6.344 1.067 -2.184  O62 1.253, O63 1.289, O64 1.311
62 O -7.150 0.109 -2.244  C61 1.253
63 O -6.167 1.928 -3.127  C61 1.289
64 O -5.556 1.288 -1.160  C61 1.311